The following is a quantum chemistry calculation of C40H47CsIN4O3SbSe3Te as an isolated structure in a non-equilibrium geometry, from the OMol25 dataset.

Atoms and positions in Å:
Cs 0.572 -0.859 -1.954
C -2.395 4.368 -1.272
C -3.325 3.195 -1.466
N -4.598 3.449 -1.710
C -5.451 2.426 -1.731
C -5.077 1.105 -1.717
C -6.247 0.143 -1.647
O -5.982 -1.091 -1.047
C -3.688 0.774 -1.854
C -3.192 -0.618 -1.907
N -2.596 -1.213 -2.878
C -2.564 -0.966 -4.215
C -3.431 -0.051 -4.899
C -3.429 0.064 -6.331
C -2.499 -0.643 -7.101
C -1.485 -1.354 -6.460
C -1.642 -1.652 -5.103
I -0.980 -3.510 -4.415
C -2.741 1.849 -1.647
O -1.457 1.788 -1.595
H -2.870 5.141 -0.634
H -2.266 4.890 -2.223
H -1.438 4.101 -0.821
H -6.479 2.730 -1.750
H -6.693 0.068 -2.691
H -6.954 0.724 -1.046
H -6.373 -1.806 -1.595
H -3.154 -1.188 -0.938
H -4.157 0.484 -4.254
H -4.235 0.704 -6.779
H -2.567 -0.635 -8.202
H -0.717 -1.826 -7.030
N 0.712 -2.066 1.091
C 0.986 -2.369 2.523
C -0.023 -1.755 3.485
C -0.007 -0.182 3.695
C -1.367 0.552 3.840
N -2.281 0.145 2.812
H -0.184 -2.548 0.928
H 1.396 -2.614 0.574
H 2.008 -2.066 2.754
H 0.931 -3.462 2.670
H 0.297 -2.191 4.448
H -1.077 -2.126 3.308
H 0.653 0.314 2.975
H 0.521 -0.014 4.656
H -1.101 1.633 3.852
H -1.842 0.289 4.812
H -1.896 0.216 1.897
H -3.174 0.646 2.878
Se 4.246 -2.498 -2.361
Se 3.483 -3.821 -0.734
Te 2.664 -5.785 -2.199
Se 0.832 -6.482 -0.853
C 6.281 3.780 -2.589
C 5.555 4.388 -1.525
C 4.857 3.647 -0.575
C 4.965 2.259 -0.609
C 5.709 1.634 -1.593
C 6.323 2.402 -2.621
Sb 3.653 1.117 0.683
C 2.699 2.707 1.801
C 1.333 2.953 1.612
C 0.669 3.986 2.301
C 1.405 4.861 3.128
C 2.786 4.650 3.287
C 3.382 3.530 2.713
C 5.121 0.234 2.009
C 5.887 -0.752 1.426
C 6.491 -1.750 2.210
C 6.351 -1.706 3.578
C 5.527 -0.704 4.179
C 4.895 0.244 3.388
H 6.769 4.419 -3.326
H 5.471 5.470 -1.506
H 4.233 4.151 0.161
H 5.805 0.572 -1.596
H 6.925 1.887 -3.360
H 0.758 2.339 0.901
H -0.397 4.129 2.035
H 0.926 5.708 3.625
H 3.389 5.337 3.905
H 4.367 3.271 3.012
H 6.038 -0.791 0.337
H 7.110 -2.487 1.721
H 6.713 -2.494 4.228
H 5.429 -0.725 5.261
H 4.192 0.931 3.831
C -3.916 -4.750 -0.091
C -4.682 -4.158 1.152
C -3.758 -3.079 1.619
O -2.454 -3.604 1.390
C -2.420 -4.558 0.324
H -4.090 -4.157 -1.017
H -4.110 -5.791 -0.378
H -4.688 -4.992 1.872
H -5.703 -3.798 0.956
H -3.816 -2.863 2.697
H -3.892 -2.138 1.072
H -1.987 -5.510 0.727
H -1.769 -4.205 -0.495

The HOMO energy is -0.397 eV. Its net charge is -2. Its multiplicity is 1.

Mulliken population analysis, charges in e, atoms 1 to 6: 0.82, -1.12, 0.66, -0.69, -1.04, 0.93